# 1
The following is a quantum chemistry calculation of a molecular structure, C31H26BaClN6O7S2Se2, from the OMol25 dataset.

Last column: Löwdin charge in e.
Atoms and positions in Å:
Ba -0.47976 -0.13032 0.91542  1.833
S -2.65001 4.10545 2.97070  0.952
C -2.55973 3.07700 4.32818  -0.458
C -2.06126 1.85274 3.98951  -0.278
C -1.72396 1.66057 2.60109  -0.316
C -2.00089 2.84329 1.95053  -0.559
C -1.79500 3.17097 0.51663  -0.302
C -1.78208 4.50129 0.06845  -0.052
C -1.60152 4.77071 -1.26953  -0.082
C -1.42512 3.72069 -2.16169  -0.082
C -1.42825 2.43969 -1.64516  -0.150
N -1.61367 2.16633 -0.35510  0.013
H -2.88206 3.42047 5.30022  0.047
H -1.93225 1.07046 4.73215  0.076
H -1.89919 5.31262 0.77352  0.076
H -1.58847 5.79838 -1.61367  0.100
H -1.28025 3.88802 -3.22055  0.091
H -1.28849 1.57842 -2.29022  0.092
O 4.72973 1.60650 -4.15254  -0.062
C 4.82000 1.45860 -2.73865  -0.198
C 3.83113 0.43210 -2.27409  -0.185
C 4.04967 -0.26853 -1.10213  -0.028
C 3.06829 -1.12879 -0.63804  -0.131
N 1.91400 -1.34270 -1.25776  0.121
C 1.72413 -0.68615 -2.40489  -0.229
C 2.64243 0.19916 -2.94841  0.039
C 0.41328 -0.92110 -3.07752  -0.213
C 0.34717 -1.02035 -4.46426  0.035
C -0.87730 -1.26753 -5.06418  -0.197
C -1.03084 -1.40476 -6.55680  -0.217
O -0.06825 -0.67662 -7.30037  -0.062
C -1.98132 -1.40581 -4.23320  -0.016
C -1.82421 -1.28524 -2.86196  -0.128
N -0.65096 -1.02875 -2.28279  0.105
H 5.29195 2.34147 -4.41054  0.083
H 4.59126 2.40946 -2.24325  0.135
H 5.82799 1.15523 -2.43773  0.122
H 4.94413 -0.12065 -0.51175  0.117
H 3.21215 -1.65299 0.29813  0.086
H 2.41520 0.73007 -3.86192  0.121
H 1.24491 -0.93535 -5.06197  0.123
H -2.05163 -1.11999 -6.83522  0.118
H -0.89717 -2.44817 -6.84963  0.130
H -0.12557 0.24768 -7.03526  0.092
H -2.96857 -1.58930 -4.64059  0.111
H -2.67535 -1.35916 -2.19466  0.062
Se -0.17920 -2.03624 5.64629  0.637
Se -1.30471 -3.85884 4.75991  0.623
C -2.66869 -2.86723 3.74052  -0.684
C -3.62760 -3.61907 3.07082  -0.165
C -4.60718 -2.92838 2.38100  -0.135
C -4.57747 -1.54062 2.36435  -0.113
C -3.56856 -0.89885 3.06157  -0.152
N -2.63614 -1.55939 3.75268  0.032
C 1.41236 -1.95637 4.51088  -0.648
C 2.40568 -1.04697 4.86552  -0.118
C 3.55433 -1.02851 4.10331  -0.080
C 3.67050 -1.89360 3.02302  -0.091
C 2.60955 -2.73465 2.74617  -0.149
N 1.50158 -2.77530 3.48961  0.038
H -3.59971 -4.70088 3.06970  0.100
H -5.36524 -3.47270 1.83132  0.108
H -5.30482 -0.96603 1.80882  0.106
H -3.48626 0.18207 3.06928  0.078
H 2.27299 -0.36604 5.69587  0.101
H 4.34718 -0.32864 4.33505  0.110
H 4.55389 -1.89536 2.39861  0.100
H 2.62873 -3.41071 1.89773  0.111
O -1.04593 -2.49638 1.36722  -0.850
S -2.31368 -2.56908 0.52593  0.619
N -2.94388 -1.32463 0.05359  -0.485
O 1.56571 2.76186 1.87310  -0.291
Cl 2.09490 1.62124 1.20615  0.653
O 3.50486 1.71683 0.99064  -0.317
O 1.39129 1.43218 -0.09206  -0.520
O 1.79125 0.39515 2.00489  -0.554

Computed properties:
- E_HOMO (eV) = -4.64
- net charge = -1
- ΔE to the lowest compared entry with this formula, charge and spin (kJ/mol) = 141.0
- lowest unoccupied orbital energy (eV) = 2.027

***

# 2
The following is a quantum chemistry calculation of 14 unconnected molecules or ions with the total composition C32H92O14, from the OMol25 dataset.

Last column: Löwdin charge in e.
Atoms and positions in Å:
C 1.15046 0.21340 -5.31697  -0.130
O 1.48851 0.38019 -3.95555  -0.140
H 1.95747 0.59308 -5.95012  0.074
H 0.95799 -0.79452 -5.59918  0.068
H 0.18945 0.74077 -5.48065  0.092
H 1.88840 -0.44299 -3.60907  0.057
C -3.15228 -5.64908 1.81216  -0.150
O -3.83738 -4.63689 1.09546  -0.146
H -3.40544 -6.60524 1.39575  0.069
H -2.04248 -5.51636 1.79818  0.090
H -3.42076 -5.76459 2.86361  0.078
H -3.60648 -3.75146 1.49839  0.108
C -6.30164 0.33172 1.60819  -0.171
O -4.93911 0.55407 1.31120  -0.153
H -6.40041 -0.32098 2.49241  0.076
H -6.83434 1.22029 1.89187  0.062
H -6.86837 -0.10431 0.77983  0.081
H -4.84861 0.41110 0.32369  0.066
C 3.11621 -4.08037 2.61609  -0.106
O 2.34125 -4.19259 3.88616  -0.155
H 3.78398 -3.24007 2.82402  0.068
H 3.63611 -5.00743 2.20873  0.100
H 2.34638 -3.76732 1.86735  0.049
H 1.88994 -5.03532 3.95025  0.057
C -2.83049 -5.37917 -1.84713  -0.094
O -3.34026 -4.06325 -1.50850  -0.142
H -1.80660 -5.27843 -2.18165  0.067
H -2.91242 -6.07448 -1.02076  0.063
H -3.52409 -5.79690 -2.59394  0.086
H -3.78465 -4.18726 -0.68591  0.011
C 1.29948 -2.76410 -2.50084  -0.032
C 1.88415 -3.36337 -1.23000  -0.490
C 1.51229 -4.83452 -1.08373  -0.048
O 3.32444 -3.31973 -1.32766  -0.051
H 1.53969 -3.33465 -3.41999  0.105
H 1.73746 -1.76198 -2.58437  0.049
H 0.20657 -2.64583 -2.45686  0.073
H 1.57600 -2.84687 -0.34548  0.070
H 1.76659 -5.36090 -2.00304  0.082
H 0.40086 -4.92315 -0.97757  0.069
H 1.98275 -5.33812 -0.22207  0.077
H 3.47379 -2.36898 -1.41161  0.043
C 1.55598 1.08941 3.67572  -0.050
C 1.29113 0.80057 5.14497  -0.505
C -0.11576 0.33350 5.39333  -0.051
O 2.28707 -0.08632 5.66897  -0.049
H 2.54662 1.62962 3.59296  0.102
H 0.74715 1.54135 3.10586  0.055
H 1.66365 0.09903 3.25444  0.055
H 1.48476 1.71423 5.70875  0.133
H -0.44576 0.53758 6.41806  0.087
H -0.18638 -0.75041 5.21502  0.080
H -0.78873 0.80477 4.67231  0.055
H 2.17433 -0.91530 5.20026  0.071
C -2.66511 -0.93071 -3.03039  -0.019
C -2.88471 0.27817 -2.08254  -0.497
C -3.63839 1.43852 -2.66366  -0.044
O -3.53833 -0.10260 -0.90912  -0.088
H -1.90571 -1.58731 -2.59657  0.049
H -2.37713 -0.58327 -3.99108  0.059
H -3.56384 -1.49384 -3.25062  0.084
H -1.91954 0.78999 -1.77408  0.137
H -3.00075 2.01247 -3.25469  0.060
H -4.03174 1.96036 -1.75706  0.082
H -4.46508 1.06039 -3.22438  0.078
H -3.06906 -0.77121 -0.33953  0.079
C 6.77195 2.19022 -4.07792  -0.058
C 5.41178 2.08155 -4.67025  -0.535
C 5.37308 1.20639 -5.95388  -0.035
O 4.56877 1.59944 -3.68799  -0.086
H 7.52677 2.64474 -4.77239  0.096
H 7.05033 1.15385 -3.78184  0.097
H 6.65363 2.79603 -3.17506  0.077
H 5.02531 3.02271 -4.97129  0.126
H 5.49859 0.15390 -5.60321  0.090
H 6.15145 1.50792 -6.58963  0.051
H 4.42117 1.07652 -6.49648  0.067
H 3.95592 2.30094 -3.38599  0.040
C -4.63246 0.68280 5.15420  -0.043
C -4.22929 1.91868 4.32275  -0.434
C -4.90806 3.19173 4.89401  -0.062
O -2.80551 2.16297 4.38000  -0.079
H -4.33625 0.56284 6.18136  0.073
H -4.34917 -0.19948 4.64619  0.052
H -5.73506 0.63481 5.18400  0.080
H -4.49022 1.87137 3.26140  0.104
H -4.57068 4.10080 4.32552  0.074
H -4.68397 3.40410 5.97513  0.093
H -5.96558 3.03551 4.83786  0.056
H -2.68394 2.99171 3.90972  0.039
C 4.19071 -0.74819 0.99755  -0.044
C 4.12489 0.29547 -0.10107  -0.517
C 5.37086 1.08551 -0.20805  -0.051
O 3.76718 -0.22501 -1.36047  -0.060
H 3.15844 -1.11770 1.12351  0.067
H 4.49316 -0.25579 1.87430  0.062
H 4.86661 -1.59464 0.82618  0.096
H 3.27257 0.99004 0.10713  0.142
H 5.22640 1.76181 -1.03338  0.056
H 6.21984 0.44267 -0.47261  0.104
H 5.55431 1.63949 0.70826  0.092
H 4.28490 0.20888 -2.06536  0.072
C 2.85033 4.52562 -1.48529  -0.051
C 1.89045 3.55214 -2.17758  -0.454
C 0.59221 4.31232 -2.51128  -0.027
O 2.52826 3.04883 -3.33497  -0.059
H 2.42080 4.95843 -0.56056  0.088
H 3.14097 5.43234 -2.07001  0.095
H 3.80333 4.06705 -1.28102  0.059
H 1.70192 2.78852 -1.43878  0.131
H 0.31940 4.72252 -1.61014  0.035
H -0.14763 3.64445 -2.87568  0.062
H 0.79912 5.10099 -3.23424  0.094
H 2.05360 2.22569 -3.57416  0.079
C -3.35261 4.16071 -0.09415  -0.035
C -2.80084 3.54916 1.17259  -0.465
C -1.30552 3.23629 1.14358  -0.021
O -3.08331 4.32078 2.32068  -0.041
H -4.43232 4.09539 -0.08599  0.082
H -3.07058 3.55674 -0.95491  0.051
H -3.00766 5.20345 -0.27386  0.097
H -3.33439 2.65455 1.36424  0.108
H -1.17951 2.53521 0.38282  0.043
H -0.95420 2.85756 2.13189  0.081
H -0.70473 4.08413 0.88574  0.068
H -2.80119 5.19905 2.25619  0.071
C -0.21027 -1.08101 0.05014  -0.042
C -0.83855 -2.30533 0.70840  -0.398
C -0.54552 -2.32328 2.18748  -0.029
O -2.31007 -2.21419 0.50159  -0.112
H -0.57602 -0.95247 -0.96351  0.052
H 0.91542 -1.21572 0.04538  0.081
H -0.35182 -0.11054 0.51910  0.082
H -0.50070 -3.23544 0.18523  0.130
H -0.91734 -3.16788 2.69926  0.059
H -0.90176 -1.40280 2.64333  0.088
H 0.55562 -2.42585 2.26698  0.077
H -2.54245 -2.73439 -0.32834  0.078

Computed properties:
- E_HOMO (eV) = -9.39
- ΔE to the lowest compared entry with this formula, charge and spin (kJ/mol) = 224.5
- lowest unoccupied orbital energy (eV) = 0.419

***

# 3
The following is a quantum chemistry calculation of 2 unconnected molecules or ions with the total composition C4H6BrN, from the OMol25 dataset.

Last column: Löwdin charge in e.
Atoms and positions in Å:
C -1.17242 -0.10938 0.66511  -0.206
C 0.18466 0.23826 1.07519  -0.170
C 0.82418 0.51422 -0.29203  -0.196
C -0.18786 -0.24639 -1.19696  -0.923
N -1.38225 -0.44588 -0.52758  0.000
Br -0.19508 0.05910 -2.96547  0.809
H -1.84742 -0.19598 1.52120  0.124
H 0.24220 1.06649 1.77527  0.113
H 0.68260 -0.51520 1.66058  0.114
H 0.82243 1.52689 -0.57789  0.094
H 1.76463 0.17059 -0.29249  0.062
H 0.26433 -2.06272 -0.84494  0.178

Computed properties:
- E_HOMO (spin up / spin down) (eV) = -8.55 / -8.55
- ΔE to the lowest compared entry with this formula, charge and spin (kJ/mol) = 302.4
- lowest unoccupied orbital energy (spin up / spin down) (eV) = -0.221 / -0.222

***

# 4
The following is a quantum chemistry calculation of a molecular structure, C25H57Hg2N2O7S3, from the OMol25 dataset.

Last column: Löwdin charge in e.
Atoms and positions in Å:
Hg -5.90748 6.60499 0.81980  0.355
Hg -5.38712 4.41633 -4.48265  0.492
C -3.50997 1.73089 -0.38283  -0.130
O -3.80350 3.04598 -0.75229  -0.022
H -2.46719 1.41420 -0.40333  0.087
H -3.92594 1.51775 0.60187  0.118
H -4.05486 1.08783 -1.07397  0.130
C 4.45599 1.46099 2.18207  -0.065
C 5.48196 2.11778 3.11649  -0.186
N 6.49382 1.19967 3.70872  0.018
C 7.23814 0.65671 2.60333  -0.237
C 8.17505 -0.39088 3.05072  -0.069
C 7.37273 1.80521 4.79325  -0.148
C 6.59972 2.64684 5.82049  -0.072
H 3.49338 1.96396 2.08985  0.088
H 4.31698 0.45683 2.58260  0.087
H 4.82350 1.37299 1.15967  0.079
H 6.01889 2.88313 2.55610  0.152
H 4.87632 2.62602 3.86681  0.122
H 6.47564 0.16541 1.99893  0.121
H 7.77761 1.47087 2.11937  0.166
H 8.86333 0.06347 3.76343  0.071
H 7.73882 -1.22433 3.60133  0.101
H 8.87968 -0.78040 2.31597  0.101
H 8.19465 2.42434 4.43378  0.155
H 7.95263 1.01975 5.27789  0.124
H 7.19438 2.80809 6.71964  0.089
H 5.70551 2.30631 6.34254  0.093
H 6.48803 3.64673 5.40114  0.084
C 2.71284 -7.30005 2.58479  -0.056
C 3.54377 -7.39094 1.32981  -0.221
N 2.77601 -7.04608 0.12059  0.004
C 3.31421 -7.72876 -1.09708  -0.188
C 2.87519 -9.17618 -1.06335  -0.064
C 2.93227 -5.58887 -0.06566  -0.212
C 1.93587 -5.11572 -1.07221  -0.076
H 1.79676 -7.89072 2.58493  0.090
H 2.37001 -6.31171 2.89099  0.077
H 3.27540 -7.75383 3.40070  0.092
H 4.42105 -6.74405 1.32533  0.139
H 4.07862 -8.34041 1.35287  0.130
H 2.86208 -7.37780 -2.02472  0.119
H 4.37446 -7.49784 -1.20030  0.150
H 3.10456 -9.73304 -0.15484  0.073
H 1.79769 -9.33193 -1.11653  0.095
H 3.49756 -9.72883 -1.76716  0.095
H 3.95137 -5.49771 -0.44146  0.139
H 2.93714 -5.02535 0.86735  0.130
H 0.88220 -5.39151 -1.02944  0.092
H 2.17614 -5.41933 -2.09113  0.076
H 1.82139 -4.03227 -1.03865  0.084
C -8.12462 0.71043 6.35564  -0.203
C -9.24372 1.50563 7.16798  -0.191
C -9.06765 2.91206 6.64724  -0.206
S -7.22203 3.26522 6.35256  0.739
O -6.73106 3.92907 7.56176  -0.307
O -7.14204 3.99647 5.09366  -0.340
C -6.82996 1.50273 6.31751  -0.238
H -8.41444 0.59447 5.31129  0.116
H -7.95798 -0.18739 6.95083  0.119
H -9.14500 1.63826 8.24537  0.117
H -10.20274 1.00580 7.03177  0.121
H -9.49336 3.74071 7.21312  0.109
H -9.57916 2.90082 5.68478  0.102
H -6.55788 1.32686 7.35825  0.106
H -6.12542 1.11753 5.58040  0.112
C -3.95258 -4.07743 -6.98404  -0.246
C -2.73162 -3.70638 -6.11433  -0.210
C -2.63048 -2.15905 -5.95009  -0.181
S -4.11087 -1.47254 -6.88441  0.735
O -3.74539 -1.25418 -8.30554  -0.313
O -4.66032 -0.35936 -6.13458  -0.353
C -5.11089 -3.05250 -6.80128  -0.168
H -4.32559 -5.09743 -6.89159  0.119
H -3.63444 -4.10259 -8.02628  0.109
H -1.92336 -4.12592 -6.71334  0.111
H -2.80595 -4.34055 -5.23093  0.108
H -1.67233 -1.72793 -6.24023  0.101
H -2.71035 -1.98440 -4.87714  0.087
H -5.99293 -2.92419 -7.42869  0.111
H -5.36600 -3.29827 -5.77045  0.102
C -0.05701 8.79149 -4.10149  -0.185
C 0.10870 9.06743 -5.58223  -0.244
C -0.49482 7.94517 -6.40058  -0.228
S -0.09969 6.41305 -5.52139  0.740
O 1.22956 5.98085 -6.02314  -0.324
O -1.33831 5.62172 -5.70945  -0.382
C 0.03346 7.21736 -3.90354  -0.198
H -1.01411 9.19801 -3.77471  0.108
H 0.56235 9.35163 -3.40097  0.116
H 1.16955 9.17726 -5.80725  0.118
H -0.24554 10.04326 -5.91446  0.124
H -0.37624 7.93399 -7.48405  0.121
H -1.56369 8.13414 -6.30101  0.104
H 1.00920 6.95171 -3.49677  0.096
H -0.71094 6.80239 -3.22401  0.092

Computed properties:
- E_HOMO (eV) = -14.38
- net charge = +3
- lowest unoccupied orbital energy (eV) = -13.435

***

# 5
The following is a quantum chemistry calculation of 2 unconnected molecules or ions with the total composition C4H6IN2, from the OMol25 dataset.

Last column: Löwdin charge in e.
Atoms and positions in Å:
C 0.10579 1.54602 -0.51135  0.014
C 0.75691 0.43366 -0.92614  -0.011
C -0.19266 -0.03324 1.04243  -0.126
C 0.91289 -1.78575 -0.14931  0.119
N -0.41941 1.19054 0.76642  0.072
N 0.52920 -0.54813 0.01254  -0.120
I -3.66225 -0.22144 -0.10001  0.172
H -0.18706 2.48614 -1.03792  0.158
H 1.30983 0.39125 -1.88370  0.164
H -0.10707 -0.47485 2.02233  0.176
H 0.67634 -2.59711 0.61769  0.137
H 1.51763 -2.06529 -0.98440  0.095
H -1.24016 1.67820 1.13142  0.153

Computed properties:
- E_HOMO (spin up / spin down) (eV) = -13.73 / -12.54
- net charge = +1
- ΔE to the lowest compared entry with this formula, charge and spin (kJ/mol) = 250.7
- lowest unoccupied orbital energy (spin up / spin down) (eV) = -5.045 / -6.682